ORCA calculation (wB97M-V/def2-TZVPD) on the molecule C22H33N3O2.

```
! wB97M-V def2-TZVPD RIJCOSX def2/J DEFGRID3
* xyz 0 1
C -2.262 2.653 2.571
C -0.863 2.114 2.595
C 0.196 2.933 2.968
C 1.489 2.450 2.988
C 1.761 1.135 2.635
C 3.178 0.636 2.617
C 3.882 1.078 1.323
N 3.305 0.462 0.157
C 3.632 -0.890 -0.224
C 2.552 -1.276 -1.243
C 1.478 -2.150 -0.579
O 1.552 -2.536 0.569
N 0.481 -2.497 -1.418
C -0.750 -3.084 -0.943
C -1.783 -1.984 -0.647
N -1.919 -1.102 -1.787
C -2.118 0.293 -1.456
C -3.384 0.632 -0.653
C -4.662 0.662 -1.484
C -4.942 -0.646 -2.220
C -3.941 -0.915 -3.344
C -2.675 -1.657 -2.900
C 1.976 0.068 -1.705
C 2.378 1.058 -0.615
O 1.966 2.190 -0.492
C 0.708 0.315 2.257
C -0.587 0.801 2.243
H -2.989 1.851 2.466
H -2.382 3.341 1.733
H -2.476 3.204 3.485
H 0.002 3.960 3.244
H 2.300 3.102 3.283
H 3.733 1.044 3.464
H 3.192 -0.453 2.685
H 3.769 2.158 1.199
H 4.946 0.825 1.363
H 4.639 -0.929 -0.658
H 3.590 -1.560 0.640
H 2.970 -1.848 -2.074
H 0.403 -2.015 -2.300
H -0.524 -3.636 -0.029
H -1.119 -3.776 -1.704
H -1.405 -1.396 0.192
H -2.728 -2.460 -0.342
H -2.103 0.867 -2.385
H -1.251 0.608 -0.864
H -3.495 -0.094 0.155
H -3.239 1.613 -0.198
H -4.599 1.473 -2.214
H -5.503 0.884 -0.821
H -5.945 -0.588 -2.650
H -4.938 -1.478 -1.512
H -3.675 0.030 -3.821
H -4.411 -1.538 -4.108
H -2.008 -1.716 -3.775
H -2.960 -2.681 -2.641
H 2.419 0.399 -2.647
H 0.893 0.072 -1.821
H 0.902 -0.711 1.978
H -1.401 0.148 1.959
*
```

The SMILES is Cc1ccc(CCN2C[C@@H](C(=O)NCCN3CCCCCC3)CC2=O)cc1. As for the HOMO-LUMO gap: 9.098 eV. The HOMO energy comes out at -8.348 eV. As for the LUMO energy: 0.0276 Eh.

---

ORCA calculation (wB97M-V/def2-TZVPD) on a cluster of 2 separate species, Cl2H2NP in total.

```
! wB97M-V def2-TZVPD RIJCOSX def2/J DEFGRID3
* xyz 0 1
H -0.413 -0.101 1.729
N -0.728 -0.548 0.908
P -0.186 -1.975 0.639
Cl -0.426 -2.052 -1.333
Cl 0.411 2.217 -0.550
H 1.342 2.460 -1.393
*
```

The SMILES is [H]/N=P/Cl.Cl. As for the HOMO-LUMO gap: 9.453 eV. The HOMO energy comes out at -9.903 eV. As for the LUMO energy: -0.0165 Eh.

---

ORCA calculation (wB97M-V/def2-TZVPD) on the molecule C5H7NO.

```
! wB97M-V def2-TZVPD RIJCOSX def2/J DEFGRID3
* xyz 0 1
C 1.702 -0.402 -0.084
C -1.145 -1.072 0.774
C -0.540 -1.771 -0.447
C -0.641 -0.335 -0.390
C 0.668 1.719 -0.056
N 0.635 0.335 -0.231
O 2.882 -0.542 0.161
H -2.253 -0.948 0.895
H -0.620 -1.173 1.681
H -1.008 -2.413 -1.161
H -1.457 0.206 -0.996
H 0.377 2.030 1.016
H 1.599 2.150 -0.506
H -0.200 2.217 -0.655
*
```

As for the HOMO-LUMO gap (alpha / beta): 9.275 / 6.977 eV. The HOMO energy (alpha / beta) comes out at -8.596 / -7.247 eV. As for the LUMO energy (alpha / beta): 0.0250 / -0.0099 Eh.

---

ORCA calculation (wB97M-V/def2-TZVPD) on the molecule C26H23NO6.

```
! wB97M-V def2-TZVPD RIJCOSX def2/J DEFGRID3
* xyz 0 1
C -1.847 1.683 5.225
O -1.921 2.217 3.928
C -1.458 3.481 3.710
C -0.994 4.339 4.698
C -0.578 5.623 4.382
C -0.618 6.069 3.076
C -1.061 5.220 2.076
C -1.471 3.931 2.375
O -1.963 3.159 1.352
C -1.599 1.841 1.277
C -0.363 1.369 1.703
C -0.041 0.035 1.567
C -0.945 -0.858 0.997
N -0.631 -2.220 0.865
C -1.316 -3.052 -0.104
C -0.391 -4.271 -0.270
C 0.573 -3.976 -1.403
O 0.587 -4.550 -2.459
O 1.403 -2.975 -1.085
C 2.143 -2.436 -2.162
C 1.191 -1.696 -3.108
O 0.020 -1.596 -2.828
C 1.772 -1.150 -4.350
C 0.892 -0.610 -5.290
C 1.364 -0.097 -6.482
C 2.723 -0.112 -6.749
C 3.607 -0.639 -5.820
C 3.140 -1.158 -4.627
C 0.311 -4.341 1.082
C 0.299 -2.902 1.586
O 0.979 -2.477 2.491
C -2.171 -0.375 0.544
C -2.494 0.960 0.682
H -2.216 0.662 5.139
H -0.816 1.663 5.592
H -2.475 2.240 5.927
H -0.968 4.016 5.726
H -0.226 6.272 5.170
H -0.301 7.071 2.830
H -1.099 5.540 1.047
H 0.351 2.053 2.140
H 0.915 -0.322 1.913
H -2.296 -3.368 0.276
H -1.448 -2.510 -1.044
H -0.943 -5.175 -0.526
H 2.863 -1.745 -1.720
H 2.655 -3.235 -2.710
H -0.163 -0.610 -5.062
H 0.674 0.315 -7.204
H 3.096 0.288 -7.680
H 4.666 -0.647 -6.029
H 3.843 -1.561 -3.915
H -0.248 -4.960 1.787
H 1.331 -4.719 1.032
H -2.891 -1.039 0.092
H -3.445 1.334 0.339
*
```

The SMILES is COc1ccccc1Oc1ccc(N2C[C@@H](C(=O)OCC(=O)c3ccccc3)CC2=O)cc1. As for the HOMO-LUMO gap: 7.713 eV. The HOMO energy comes out at -7.720 eV. As for the LUMO energy: -0.0002 Eh.

---

ORCA calculation (wB97M-V/def2-TZVPD) on the molecule C8H12O3.

```
! wB97M-V def2-TZVPD RIJCOSX def2/J DEFGRID3
* xyz 0 1
C -0.206 -0.751 2.059
C -0.299 -1.104 0.483
C 0.071 -2.584 0.348
O -1.624 -0.714 0.141
C -1.789 0.537 -0.372
O -2.810 0.836 -0.999
C -0.817 1.679 -0.082
C 0.577 1.259 -0.593
C 1.102 1.825 -1.947
O 1.520 0.657 0.304
C 0.812 -0.314 -0.353
H -0.652 0.260 2.099
H 0.809 -0.805 2.471
H -0.754 -1.383 2.725
H 0.176 -2.759 -0.721
H -0.673 -3.199 0.805
H 1.018 -2.966 0.799
H -0.784 1.933 1.015
H -1.049 2.652 -0.587
H 2.071 1.258 -2.107
H 0.312 1.699 -2.781
H 1.475 2.893 -1.801
H 1.515 -0.911 -0.906
*
```

The SMILES is CC1(C)OC(=O)C[C@@]2(C)O[C@@H]12. As for the HOMO-LUMO gap: 10.551 eV. The HOMO energy comes out at -9.792 eV. As for the LUMO energy: 0.0279 Eh.

---

ORCA calculation (wB97M-V/def2-TZVPD) on the molecule C7H12N2OS.

```
! wB97M-V def2-TZVPD RIJCOSX def2/J DEFGRID3
* xyz 0 3
C -1.846 0.164 -1.244
C 0.680 1.742 0.124
C -0.190 1.573 -2.218
C 1.944 1.035 -0.217
C -0.556 -2.834 1.439
C 0.379 2.583 -1.091
C -1.043 -1.412 1.134
N -1.555 1.220 -1.827
N 0.610 0.560 -2.533
O -0.043 1.647 1.110
S -0.674 -1.166 -0.726
H -2.883 -0.187 -0.914
H -0.227 2.116 -3.297
H 2.194 0.349 0.609
H 1.790 0.260 -0.990
H 2.668 1.845 -0.550
H 0.369 -2.886 0.828
H -0.273 -2.897 2.563
H -1.154 -3.717 1.347
H -0.522 3.216 -0.938
H 1.249 2.981 -1.707
H -0.598 -0.497 1.534
H -2.136 -1.460 1.292
*
```

As for the HOMO-LUMO gap (alpha / beta): 9.392 / 8.290 eV. The expectation value of S² is 2.01. The HOMO energy (alpha / beta) comes out at -8.734 / -9.078 eV. As for the LUMO energy (alpha / beta): 0.0242 / -0.0290 Eh.

---

ORCA calculation (wB97M-V/def2-TZVPD) on the molecule C4H4S.

```
! wB97M-V def2-TZVPD RIJCOSX def2/J DEFGRID3
* xyz 0 1
C -0.919 1.506 1.645
C -0.633 0.657 0.827
C -0.106 -0.700 0.218
C 0.596 -0.318 -1.048
S -0.042 -2.515 0.400
H -1.445 2.295 2.066
H 1.746 -0.532 -0.811
H 0.447 0.668 -1.399
H 0.356 -1.061 -1.896
*
```

The SMILES is C#CC(C)=S. As for the HOMO-LUMO gap (alpha / beta): 7.516 / 7.517 eV. The HOMO energy (alpha / beta) comes out at -8.940 / -8.940 eV. As for the LUMO energy (alpha / beta): -0.0523 / -0.0523 Eh.

---

ORCA calculation (wB97M-V/def2-TZVPD) on the molecule C5H8N2O.

```
! wB97M-V def2-TZVPD RIJCOSX def2/J DEFGRID3
* xyz 0 1
C -1.691 -0.387 -0.384
C -2.902 0.393 -0.121
C 1.785 -0.017 -0.583
C 1.706 -0.320 0.866
C 0.581 -0.716 -0.070
N -1.910 2.387 0.387
N -0.549 0.079 -0.078
O -2.952 1.568 0.329
H -1.742 -1.564 -0.647
H -3.915 0.042 -0.088
H 1.707 1.037 -0.738
H 2.414 -0.584 -1.176
H 2.408 -1.088 1.147
H 1.474 0.480 1.471
H 0.194 -1.772 -0.274
H -2.346 3.116 0.935
*
```

As for the HOMO-LUMO gap (alpha / beta): 7.842 / 8.594 eV. The HOMO energy (alpha / beta) comes out at -7.704 / -8.627 eV. As for the LUMO energy (alpha / beta): 0.0051 / -0.0012 Eh.

---

ORCA calculation (wB97M-V/def2-TZVPD) on a cluster of 13 separate species, H25O13 in total.

```
! wB97M-V def2-TZVPD RIJCOSX def2/J DEFGRID3
* xyz -1 1
O 3.076 -1.834 0.718
H -0.918 4.077 -0.942
H 0.381 2.829 0.661
O 1.546 0.673 -2.653
H 2.005 0.222 -2.036
H -0.227 0.758 0.258
O 0.186 3.191 1.526
H -0.683 3.479 1.552
O -2.897 -0.419 -0.134
H -2.337 0.414 -0.072
H -2.846 -0.988 -0.808
O 0.784 -1.293 -1.019
H 2.270 -1.616 1.228
H 0.522 -0.674 -1.866
O -3.726 -1.680 2.129
H -3.616 -1.087 1.323
H -2.970 -1.479 2.663
O -0.021 1.279 -0.406
H 0.016 -4.062 -0.965
H 0.680 -2.822 1.108
O -1.586 3.702 -1.339
H 0.888 -0.557 -0.515
H 0.734 -1.637 2.839
O 0.293 -3.281 1.953
H 0.791 1.040 -2.241
H 2.388 2.950 -1.269
O -1.106 0.800 -2.566
H -1.000 1.412 -1.723
H -0.834 0.993 -3.430
O 0.908 -0.768 2.758
H 0.684 -0.252 3.538
H -0.635 -3.551 1.686
O 3.003 2.967 -0.626
H -0.176 -2.494 -0.506
H -1.619 2.664 -1.052
O -0.346 -3.394 -0.293
H 2.836 2.860 0.235
H 2.750 -2.022 -0.053
*
```

As for the HOMO-LUMO gap: 9.208 eV. The HOMO energy comes out at -6.349 eV. As for the LUMO energy: 0.1051 Eh.

---

ORCA calculation (wB97M-V/def2-TZVPD) on a structure of composition C7H22ClDyI2OP2.

```
! wB97M-V def2-TZVPD RIJCOSX def2/J DEFGRID3
* xyz 2 6
I 2.100 1.298 2.833
I 2.847 -1.793 3.061
Dy -0.539 -0.793 -0.481
P -3.119 0.110 -0.648
C -3.933 0.208 0.965
C -3.891 1.534 -1.558
H -4.973 1.286 -1.810
H -5.019 -1.174 -1.500
H -3.334 1.720 -2.453
H -3.542 -1.539 -2.444
H -3.871 1.218 1.321
H -3.897 2.396 -0.863
C -3.999 -1.394 -1.411
H -4.963 -0.137 0.906
H -3.798 -2.253 -0.784
H -3.363 -0.485 1.701
P 3.134 -0.014 -0.463
C 4.596 -0.036 0.797
C 3.931 -1.155 -1.636
H 2.937 1.524 -2.325
H 4.601 1.394 -1.776
H 3.466 2.364 -0.828
C 3.566 1.464 -1.441
H 3.453 -1.118 -2.601
H 4.975 -0.794 -1.788
H 5.529 -0.287 0.252
H 4.407 -0.790 1.596
H 3.991 -2.158 -1.240
H 4.683 0.970 1.309
Cl -0.250 0.390 -2.682
C -1.017 -0.562 2.958
O -1.141 -0.108 1.598
H -0.042 -1.084 2.898
H -1.759 -1.306 3.300
H -0.837 0.270 3.705
H -0.930 0.837 1.529
*
```

As for the HOMO-LUMO gap (alpha / beta): 5.707 / 5.681 eV. The expectation value of S² is 9.35. The HOMO energy (alpha / beta) comes out at -14.951 / -14.927 eV. As for the LUMO energy (alpha / beta): -0.3397 / -0.3398 Eh.

---

ORCA calculation (wB97M-V/def2-TZVPD) on a structure of composition C36H40N7O4S2Se2Ti.

```
! wB97M-V def2-TZVPD RIJCOSX def2/J DEFGRID3
* xyz 3 1
Ti 0.805 -0.952 -0.698
C 0.874 -2.632 2.591
Se 0.700 -0.804 1.953
C 2.429 -0.105 2.526
C 3.583 -0.749 1.800
Se 3.448 -0.440 -0.125
C 4.505 -1.968 -0.697
H -0.013 -3.164 2.261
H 0.908 -2.576 3.677
H 1.750 -3.113 2.173
H 2.490 -0.281 3.601
H 2.380 0.972 2.363
H 3.627 -1.827 1.951
H 4.531 -0.311 2.115
H 5.539 -1.748 -0.439
H 4.410 -2.058 -1.777
H 4.171 -2.872 -0.194
C -0.581 -0.917 -5.257
C -0.148 -0.847 -3.875
N 0.195 -0.790 -2.782
H -1.651 -1.127 -5.288
H -0.042 -1.716 -5.766
H -0.381 0.034 -5.751
C -2.976 -2.857 4.359
C -3.815 -3.428 3.223
C -3.229 -3.153 1.849
N -3.221 -1.695 1.604
C -2.491 -1.028 0.756
S -1.372 -1.922 -0.259
N -2.597 0.307 0.615
C -3.184 1.290 1.523
O -2.496 2.241 1.770
C -4.533 1.035 2.044
C -4.848 1.520 3.315
C -6.128 1.344 3.813
C -7.094 0.717 3.036
C -6.791 0.258 1.757
C -5.509 0.410 1.259
H -3.401 -3.124 5.324
H -2.918 -1.766 4.324
H -1.958 -3.252 4.329
H -4.838 -3.041 3.263
H -3.901 -4.510 3.324
H -3.813 -3.629 1.061
H -2.204 -3.516 1.781
H -3.938 -1.171 2.103
H -1.940 0.732 -0.023
H -4.090 2.027 3.898
H -6.377 1.707 4.801
H -8.096 0.593 3.424
H -7.558 -0.201 1.150
H -5.277 0.080 0.253
N 0.947 6.357 -0.260
C 1.347 7.542 -0.815
C 1.215 8.869 -0.395
C 1.752 9.818 -1.228
C 2.404 9.483 -2.444
C 2.533 8.187 -2.855
C 1.992 7.190 -2.020
N 1.978 5.840 -2.180
C 1.350 5.363 -1.120
C 1.141 3.959 -0.941
C 1.616 3.072 -1.932
C 1.409 1.734 -1.799
N 0.770 1.164 -0.731
C 0.342 2.021 0.232
C 0.487 3.381 0.158
H 0.453 6.258 0.610
H 0.721 9.139 0.528
H 1.678 10.861 -0.951
H 2.804 10.282 -3.053
H 3.027 7.922 -3.779
H 2.129 3.473 -2.795
H 1.767 1.059 -2.566
H -0.164 1.589 1.083
H 0.071 3.978 0.957
O 4.100 -5.728 0.551
S 2.797 -5.891 -0.002
O 1.898 -6.902 0.428
N 2.024 -4.382 0.194
C 1.879 -3.850 -0.945
O 1.354 -2.601 -1.010
C 2.326 -4.556 -2.153
C 2.299 -4.179 -3.484
C 2.813 -5.067 -4.421
C 3.338 -6.296 -4.027
C 3.375 -6.672 -2.687
C 2.864 -5.778 -1.772
H 1.895 -3.221 -3.788
H 2.811 -4.807 -5.470
H 3.729 -6.970 -4.777
H 3.792 -7.621 -2.381
*
```

As for the HOMO-LUMO gap: 4.459 eV. The HOMO energy comes out at -14.383 eV. As for the LUMO energy: -0.3647 Eh.

---

ORCA calculation (wB97M-V/def2-TZVPD) on a cluster of 4 separate species, C5H16NO5 in total.

```
! wB97M-V def2-TZVPD RIJCOSX def2/J DEFGRID3
* xyz 0 2
C -1.174 0.663 1.228
N -0.086 -0.190 0.582
C 0.771 -1.039 1.498
O 0.389 -1.117 2.671
O 1.751 -1.644 0.969
C -2.324 0.864 0.174
C -1.951 1.835 -0.914
C -0.876 2.781 -0.575
H -0.678 1.617 1.589
H -1.290 0.003 2.100
H 0.387 0.183 -0.217
H -3.203 1.277 0.652
H -2.587 -0.173 -0.060
H -1.453 1.232 -1.879
H -2.956 2.214 -1.117
H -0.793 3.513 -1.323
H 0.255 2.359 -0.711
H -0.909 3.314 0.374
H 2.664 -2.112 -1.637
H 2.307 -2.800 -0.344
O 2.315 -2.854 -1.289
H 3.166 -1.063 0.077
H 3.806 0.178 0.372
O 3.853 -0.478 -0.332
H -0.914 -2.826 -0.060
H 0.080 -2.563 -1.031
O -0.549 -3.176 -0.796
*
```

As for the HOMO-LUMO gap (alpha / beta): 10.804 / 6.062 eV. The expectation value of S² is 0.76. The HOMO energy (alpha / beta) comes out at -10.723 / -10.580 eV. As for the LUMO energy (alpha / beta): 0.0030 / -0.1661 Eh.